Arrangement P

# C4H12N2O

A cluster of 2 separate species, C4H12N2O in total (the ωB97M-V functional and the def2-TZVPD basis, the OMol25 dataset).

Last column: Mulliken charge in e.
Geometry (Å):
C1 -0.145 1.107 -0.245  -0.01
C2 1.529 -0.492 0.449  -0.24
C3 -1.147 -0.692 -0.324  -0.86
C4 0.329 1.361 -1.653  -1.34
N1 0.865 0.772 0.658  -0.24
N2 -1.423 -1.008 1.075  -0.46
O1 1.697 -1.188 1.647  -0.59
H1 0.800 -1.463 1.907  0.36
H2 0.554 0.843 1.621  0.28
H3 -0.797 1.879 0.163  0.41
H4 -2.018 -1.821 1.177  0.22
H5 -1.895 -0.230 1.525  0.17
H6 2.502 -0.360 -0.027  0.30
H7 0.693 -1.059 -0.196  0.16
H8 -2.024 -0.343 -0.879  0.38
H9 -0.876 -1.599 -0.866  0.42
H10 -0.516 1.596 -2.298  0.37
H11 0.851 0.491 -2.049  0.27
H12 1.023 2.207 -1.684  0.39

- HOMO-LUMO gap (eV) = 9.038

Arrangement Q

# C4H12N2O

The molecule C4H12N2O (the ωB97M-V functional and the def2-TZVPD basis, the OMol25 dataset).

Last column: Mulliken charge in e.
Geometry (Å):
C1 1.219 -1.030 1.095  -1.43
C2 0.399 -0.739 -0.134  0.83
C3 -1.033 -0.761 -0.044  -0.82
O1 -1.128 -2.499 -0.055  -0.64
C4 0.338 1.132 -0.402  -0.36
N1 -0.245 1.880 0.666  -0.57
N2 -0.124 1.633 -1.658  -0.62
H1 1.382 -2.106 1.188  0.40
H2 2.199 -0.544 1.032  0.38
H3 0.731 -0.674 2.005  0.29
H4 0.814 -1.149 -1.054  0.23
H5 -1.604 -0.569 -0.946  0.25
H6 -1.479 -0.463 0.901  0.33
H7 -1.075 -2.813 0.861  0.27
H8 1.421 1.257 -0.364  0.45
H9 0.109 2.834 0.640  0.27
H10 -1.249 1.957 0.537  0.24
H11 0.421 1.252 -2.427  0.27
H12 -1.095 1.400 -1.839  0.25

- SMILES = C[C@@H](CO)C(N)N
- HOMO-LUMO gap (eV) = 9.303

Arrangement R

# C4H12N2O

The molecule C4H12N2O (the ωB97M-V functional and the def2-TZVPD basis, the OMol25 dataset).

Last column: Mulliken charge in e.
Geometry (Å):
C1 0.944 0.305 1.903  -1.54
C2 1.112 0.681 0.466  0.15
O1 0.772 2.051 0.345  -0.59
C3 0.245 -0.166 -0.526  0.50
N1 0.082 0.666 -1.754  -0.79
C4 -1.163 -0.521 -0.081  -0.88
N2 -1.646 -1.682 -0.847  -0.59
H1 -0.076 0.541 2.210  0.40
H2 1.630 0.854 2.532  0.37
H3 1.144 -0.757 2.078  0.33
H4 2.129 0.512 0.077  0.28
H5 0.346 2.105 -0.530  0.44
H6 0.825 -1.010 -0.896  0.33
H7 0.865 0.884 -2.345  0.17
H8 -0.781 0.431 -2.214  0.18
H9 -1.100 -0.761 0.980  0.39
H10 -1.844 0.314 -0.218  0.38
H11 -0.975 -2.431 -0.745  0.23
H12 -2.507 -2.015 -0.437  0.24

- SMILES = C[C@H](O)[C@H](N)CN
- HOMO-LUMO gap (eV) = 10.258

Result of the stability comparison: arrangement R is the most stable of them.

Arrangement P

# C4H12N2O

A structure of composition C4H12N2O (the ωB97M-V functional and the def2-TZVPD basis, the OMol25 dataset).

Last column: Mulliken charge in e.
Geometry (Å):
C1 -0.719 0.637 -0.075  -0.14
C2 1.300 0.078 0.656  -0.33
C3 -0.550 -1.771 -0.340  -0.89
C4 2.225 1.069 0.002  -1.11
N1 -0.061 -0.421 -0.593  -0.02
N2 -1.655 0.619 0.934  -0.30
O1 -1.718 0.297 -1.797  -0.80
H1 -2.443 -0.341 -1.733  0.21
H2 -0.321 1.615 -0.318  0.46
H3 -1.930 1.514 1.308  0.22
H4 -2.219 -0.213 1.011  0.17
H5 0.955 0.354 1.653  0.32
H6 1.705 -0.928 0.683  0.28
H7 0.221 -2.352 0.171  0.31
H8 -0.749 -2.223 -1.308  0.30
H9 -1.465 -1.883 0.250  0.29
H10 2.324 0.850 -1.061  0.33
H11 1.875 2.095 0.112  0.32
H12 3.223 1.006 0.445  0.37

- HOMO-LUMO gap (eV) = 8.274

Arrangement Q

# C4H12N2O

The molecule C4H12N2O (the ωB97M-V functional and the def2-TZVPD basis, the OMol25 dataset).

Last column: Mulliken charge in e.
Geometry (Å):
N1 -1.233 1.963 0.806  -0.51
C1 0.212 1.838 0.554  -0.61
C2 0.678 0.371 0.518  -0.76
C3 -0.084 -0.487 -0.469  0.51
N2 0.476 -0.365 -1.862  -0.75
C4 -0.235 -1.898 0.090  -0.89
O1 0.618 -2.492 1.070  -0.53
H1 -1.333 2.713 1.479  0.22
H2 -1.808 2.108 -0.011  0.19
H3 0.558 2.316 -0.372  0.24
H4 0.712 2.315 1.387  0.41
H5 1.692 0.342 0.100  0.32
H6 0.769 -0.119 1.487  0.40
H7 -1.114 -0.139 -0.644  0.24
H8 0.413 -1.278 -2.293  0.25
H9 -0.181 0.200 -2.377  0.28
H10 -1.203 -2.002 0.573  0.30
H11 -0.390 -2.649 -0.713  0.40
H12 1.453 -2.737 0.676  0.29

- SMILES = NCC[C@@H](N)CO
- HOMO-LUMO gap (eV) = 10.057

Arrangement R

# C4H12N2O

A cluster of 2 separate species, C4H12N2O in total (the ωB97M-V functional and the def2-TZVPD basis, the OMol25 dataset).

Last column: Mulliken charge in e.
Geometry (Å):
C1 0.611 -0.547 1.777  -0.50
C2 -0.467 -1.731 -0.865  -1.00
N1 -0.472 -0.615 0.085  -0.18
H1 -1.388 -0.545 0.521  0.31
H2 -0.799 -2.639 -0.360  0.35
H3 1.608 -0.184 1.579  0.25
H4 0.175 -0.114 2.663  0.30
H5 0.550 -1.633 1.768  0.28
H6 -1.130 -1.528 -1.713  0.31
H7 0.547 -1.893 -1.230  0.33
C3 -0.159 0.788 -0.425  1.00
N2 1.071 0.850 -1.164  -0.63
C4 -0.115 1.604 0.797  -1.69
O1 -1.245 1.004 -1.357  -0.57
H8 -1.239 1.949 -1.543  0.34
H9 1.091 0.225 -1.958  0.23
H10 1.887 0.733 -0.581  0.22
H11 0.566 2.448 0.785  0.35
H12 -1.091 1.828 1.221  0.29

- HOMO-LUMO gap (spin up / spin down) (eV) = 6.950 / 6.952

Arrangement S

# C4H12N2O

The molecule C4H12N2O (the ωB97M-V functional and the def2-TZVPD basis, the OMol25 dataset).

Last column: Mulliken charge in e.
Geometry (Å):
C1 2.316 -0.849 -1.060  -0.79
N1 1.860 0.364 -0.394  -0.47
C2 0.417 0.612 -0.580  -0.70
C3 -0.446 -0.301 0.296  0.56
N2 -0.794 -1.563 -0.404  -0.62
C4 -1.718 0.404 0.724  -0.95
O1 -1.426 1.621 1.405  -0.51
H1 1.767 -1.730 -0.716  0.22
H2 3.372 -1.001 -0.840  0.32
H3 2.203 -0.861 -2.158  0.30
H4 2.286 1.135 -0.898  0.25
H5 0.266 1.643 -0.244  0.39
H6 0.134 0.478 -1.625  0.29
H7 0.170 -0.538 1.157  0.19
H8 -1.793 -1.698 -0.429  0.21
H9 -0.314 -2.355 -0.006  0.23
H10 -2.292 0.655 -0.183  0.33
H11 -2.310 -0.243 1.383  0.45
H12 -1.701 1.546 2.321  0.30

- SMILES = CNC[C@H](N)CO
- HOMO-LUMO gap (eV) = 9.759

Result of the stability comparison: arrangement S is the most stable of them.

Arrangement P

# C4H12N2O

A cluster of 2 separate species, C4H12N2O in total (the ωB97M-V functional and the def2-TZVPD basis, the OMol25 dataset).

Last column: Mulliken charge in e.
Geometry (Å):
C1 -0.011 1.352 -0.922  -1.09
C2 0.351 0.713 0.213  0.82
N1 1.685 0.725 0.648  -0.48
C3 -0.647 0.344 1.298  -1.02
C4 -1.352 -0.983 1.081  -0.48
N2 -2.144 -0.931 -0.193  -0.63
H1 0.825 1.623 -1.554  0.33
H2 -1.030 1.534 -1.210  0.33
H3 1.796 0.532 1.616  0.20
H4 2.269 1.452 0.287  0.18
H5 -0.127 0.367 2.265  0.43
H6 -1.301 1.194 1.520  0.34
H7 -0.644 -1.754 0.785  0.32
H8 -1.973 -1.148 1.960  0.31
H9 -2.627 -1.829 -0.275  0.24
H10 -2.981 -0.370 -0.026  0.21
O1 2.016 -0.829 -1.936  -0.65
H11 1.082 -0.810 -2.160  0.33
H12 1.993 -1.026 -1.014  0.30

- SMILES = C=C(N)CCN.O
- HOMO-LUMO gap (eV) = 8.879

Arrangement Q

# C4H12N2O

The molecule C4H12N2O (the ωB97M-V functional and the def2-TZVPD basis, the OMol25 dataset).

Last column: Mulliken charge in e.
Geometry (Å):
C1 -0.806 0.873 -1.997  -0.88
N1 0.447 1.191 -1.313  -0.39
C2 1.251 0.001 -0.999  -0.74
C3 0.607 -0.853 0.067  -0.51
N2 0.488 -0.072 1.302  -0.36
C4 -0.309 -0.703 2.315  -0.47
O1 -1.708 -0.442 2.177  -0.55
H1 -1.464 0.329 -1.321  0.27
H2 -1.333 1.797 -2.234  0.33
H3 -0.657 0.297 -2.912  0.31
H4 1.006 1.745 -1.950  0.25
H5 1.457 -0.584 -1.898  0.39
H6 2.213 0.381 -0.661  0.38
H7 1.247 -1.698 0.298  0.37
H8 -0.379 -1.176 -0.276  0.32
H9 0.092 0.834 1.075  0.28
H10 0.017 -0.392 3.310  0.37
H11 -0.204 -1.785 2.233  0.30
H12 -1.964 0.257 2.782  0.32

- SMILES = CNCCNCO
- HOMO-LUMO gap (eV) = 9.851

Arrangement R

# C4H12N2O

A cluster of 2 separate species, C4H12N2O in total (the ωB97M-V functional and the def2-TZVPD basis, the OMol25 dataset).

Last column: Mulliken charge in e.
Geometry (Å):
C1 -0.509 -0.175 2.085  -1.07
C2 0.047 -0.574 0.928  0.49
N1 0.492 -1.916 0.825  -0.54
C3 -0.376 0.162 -0.373  -0.18
C4 -0.002 1.661 -0.283  -0.53
N2 -1.111 2.516 0.189  -0.64
H1 -0.146 -0.522 3.037  0.29
H2 -1.266 0.596 2.107  0.23
H3 0.509 -2.330 1.756  0.27
H4 1.479 -2.059 0.590  0.24
H5 0.022 -0.489 -1.166  0.02
H6 -1.454 0.056 -0.457  0.25
H7 0.859 1.784 0.373  0.39
H8 0.168 2.004 -1.311  0.26
H9 -1.114 2.647 1.192  0.29
H10 -2.039 2.154 0.005  0.24
O1 1.128 -1.939 -3.207  -0.63
H11 1.718 -1.679 -3.911  0.32
H12 1.595 -1.898 -2.380  0.31

- SMILES = C=C(N)CCN.O
- HOMO-LUMO gap (eV) = 9.331

Result of the stability comparison: arrangement Q is the most stable of them.